ORCA calculation (wB97M-V/def2-TZVPD) on a molecular structure, C3H2O3V in a non-equilibrium geometry.

As for the expectation value of S²: 4.13. The calculation puts the LUMO energy (spin up / spin down) at -0.98 / -0.88 eV. Its spin multiplicity is 4. As for the HOMO-LUMO gap (spin up / spin down): 6.4 / 5.3 eV.

Geometry as XYZ:
```
9
C3H2O3V | the OMol25 dataset | wB97M-V/def2-TZVPD
H 0.9409 -0.6052 1.5891
C 0.7756 -0.0473 -0.1730
O 1.6752 -0.2906 0.6933
O 0.6469 0.7622 -1.0221
C -1.5744 1.3799 2.4162
C -1.0867 0.6414 1.5979
O -0.5217 -0.2683 0.8520
H -2.0055 2.1158 3.0689
V 2.3509 0.9543 2.6783
```



ORCA calculation (wB97M-V/def2-TZVPD) on 3 unconnected molecules or ions with the total composition C41H34F2NO8 in a non-equilibrium geometry.

The calculation puts the LUMO energy at -4.71 eV. As for the charge: +1. As for the HOMO-LUMO gap: 6.4 eV.

Geometry as XYZ:
```
86
C41H34F2NO8 | the OMol25 dataset | wB97M-V/def2-TZVPD
C -0.7918 -3.6349 3.4796
C -2.0536 -2.9466 2.8625
O -2.4019 -1.9039 3.3627
O -2.7572 -3.5206 1.8078
C -2.8772 -2.5865 0.6909
C -1.4609 -1.9423 0.4378
C -0.3132 -2.7621 -0.0225
C 1.0189 -2.1575 -0.2245
C 2.1911 -3.0849 -0.6746
C 2.9585 -2.6171 -1.9661
F 1.5899 -4.3442 -0.9917
C 1.1513 -0.7172 0.0494
C 2.5132 0.0263 -0.0843
C 3.4087 -0.0949 1.2461
C 4.3890 1.1241 1.3811
O 4.0396 -1.3701 1.3880
N 0.0522 0.0263 0.4795
O 0.1383 1.3467 0.7823
C -1.1994 -0.5462 0.6717
F -2.1851 0.2406 1.1250
H -0.6633 -4.7013 3.1681
H -0.8481 -3.5990 4.5984
H 0.1515 -3.0977 3.1751
H -3.6114 -1.8006 0.9928
H -3.2120 -3.1999 -0.1809
H -0.5268 -3.8465 -0.1670
H 2.9321 -3.3137 0.1369
H 3.2399 -3.5362 -2.5483
H 2.3888 -1.8695 -2.5711
H 3.9419 -2.1857 -1.6165
H 2.3214 1.1322 -0.1907
H 3.0828 -0.2646 -1.0048
H 2.6654 -0.0014 2.0969
H 3.9921 2.0000 0.8059
H 5.4412 0.9133 1.0727
H 4.3994 1.4385 2.4598
H 3.3034 -1.9865 1.5613
H -0.1568 1.8843 0.0162
C 3.5127 3.8830 -6.7399
C 2.8769 3.3381 -5.6278
C 3.5664 2.4795 -4.7843
C 4.8921 2.1520 -5.0553
C 5.5213 2.6798 -6.1837
C 4.8314 3.5546 -7.0181
C 6.9188 2.3022 -6.5143
O 7.4677 2.7641 -7.4937
C 7.6284 1.3443 -5.6309
C 8.9182 0.9356 -5.9570
C 9.5957 0.0503 -5.1306
C 8.9909 -0.4235 -3.9697
C 7.7036 -0.0236 -3.6432
C 7.0146 0.8537 -4.4770
C 5.6264 1.2468 -4.1370
O 5.0942 0.8286 -3.1217
H 2.9759 4.5608 -7.3932
H 1.8426 3.5860 -5.4188
H 3.0690 2.0618 -3.9170
H 5.3205 3.9768 -7.8877
H 9.3950 1.3037 -6.8576
H 10.5980 -0.2703 -5.3894
H 9.5241 -1.1093 -3.3215
H 7.2355 -0.3988 -2.7410
C -4.1628 1.6919 4.0753
C -4.0340 0.3047 4.1045
C -5.1654 -0.4969 4.1242
C -6.4307 0.0835 4.1265
C -6.5592 1.4732 4.1217
C -5.4219 2.2753 4.0846
C -7.9012 2.1072 4.1738
O -8.0129 3.3175 4.1656
C -9.1009 1.2371 4.2444
C -10.3630 1.8147 4.3514
C -11.4921 1.0102 4.4049
C -11.3664 -0.3750 4.3424
C -10.1108 -0.9558 4.2412
C -8.9741 -0.1528 4.2016
C -7.6346 -0.7855 4.1292
O -7.5218 -1.9958 4.0782
H -3.2780 2.3183 4.0507
H -3.0558 -0.1461 4.1103
H -5.0608 -1.5755 4.1419
H -5.5173 3.3546 4.0674
H -10.4670 2.8923 4.3973
H -12.4733 1.4620 4.4934
H -12.2499 -1.0019 4.3770
H -10.0176 -2.0344 4.1977
```



ORCA calculation (wB97M-V/def2-TZVPD) on 7 unconnected molecules or ions with the total composition C5H21N3O6 in a non-equilibrium geometry.

The calculation puts the LUMO energy at 0.26 eV. As for the HOMO-LUMO gap: 9.4 eV. Its SMILES is NCCc1c[nH]cn1.O.O.O.O.O.O.

Geometry as XYZ:
```
35
C5H21N3O6 | the OMol25 dataset | wB97M-V/def2-TZVPD
N -1.3082 1.7652 -0.3777
C -0.3640 2.4928 -1.3182
C 1.1890 1.9592 -1.5061
C 1.3019 0.4584 -1.5049
C 1.1919 -0.4572 -2.4914
N 1.2288 -1.7516 -1.9846
C 1.1861 -1.6488 -0.6272
N 1.2599 -0.3031 -0.2472
H -0.8943 1.1535 0.1956
H -2.0349 2.4855 0.1293
H -0.8489 2.4830 -2.2947
H -0.1757 3.5056 -0.8460
H 1.7475 2.4872 -0.7020
H 1.6080 2.4785 -2.4143
H 1.0216 -0.3255 -3.5466
H 1.2575 -2.6219 -2.4870
H 1.2174 -2.4710 0.1368
O -0.6857 0.5327 3.1076
H -0.0832 1.1446 3.5875
H -1.5294 0.9256 3.1049
O -0.2318 -3.6494 1.4682
H 0.6500 -3.6185 1.9593
H -0.7454 -2.8800 1.8012
O -3.2605 -1.0365 1.9876
H -3.0014 -1.6550 2.5998
H -2.5216 -0.5502 1.7990
O -1.8855 0.1717 -2.8146
H -0.9572 -0.1513 -2.8285
H -1.9853 0.5296 -1.9497
O 1.3072 2.6904 1.4682
H 2.0642 3.0571 1.2627
H 1.3725 1.7053 1.2750
O 0.6227 -1.3385 2.0652
H 0.1710 -0.4244 2.0135
H 1.4436 -1.0203 1.8998
```



ORCA calculation (wB97M-V/def2-TZVPD) on a molecular structure, C33H29IrN7O5S2 in a non-equilibrium geometry.

As for the expectation value of S²: 0.75. The calculation puts the LUMO energy (spin up / spin down) at -6.45 / -7.62 eV. Its spin multiplicity is 2. As for the charge: +2. As for the HOMO-LUMO gap (spin up / spin down): 7.3 / 6.1 eV.

Geometry as XYZ:
```
77
C33H29IrN7O5S2 | the OMol25 dataset | wB97M-V/def2-TZVPD
Ir 1.0460 -0.5913 0.1982
N -2.1430 -2.7901 -1.4100
C -1.0286 -2.1095 -1.3071
N -0.4421 -1.8761 -0.1479
C -0.9675 -2.4213 1.0444
N -0.2791 -2.3690 2.1276
N 0.9237 -1.7196 1.9030
C 1.8302 -1.7316 2.8012
C 3.1083 -1.1424 2.4114
C 4.1567 -0.9251 3.2828
C 5.3090 -0.3304 2.7842
C 5.3734 0.0043 1.4428
C 4.2826 -0.2604 0.6277
N 3.1837 -0.8303 1.1046
C -2.2653 -3.0681 0.9666
C -2.9431 -3.5093 2.1056
C -4.1708 -4.1220 1.9721
C -4.7356 -4.3035 0.7077
C -4.0798 -3.8717 -0.4291
C -2.8459 -3.2536 -0.2859
H -2.5477 -2.9068 -2.3297
H -0.5870 -1.7194 -2.2122
H 1.6463 -2.1856 3.7676
H 4.0664 -1.2043 4.3234
H 6.1442 -0.1276 3.4405
H 6.2513 0.4741 1.0230
H 4.2890 -0.0152 -0.4276
H -2.4930 -3.3594 3.0769
H -4.6992 -4.4652 2.8503
H -5.6982 -4.7874 0.6138
H -4.5148 -4.0118 -1.4109
C -5.2758 -1.0977 -3.1988
C -3.9184 -0.4867 -2.9897
C -3.6259 0.2077 -1.8148
C -2.3960 0.8190 -1.6303
C -1.4396 0.7268 -2.6357
C -1.7023 0.0430 -3.8172
C -2.9389 -0.5660 -3.9820
S 0.1288 1.4950 -2.4080
O -0.0404 2.5593 -1.4808
O 0.7408 1.6823 -3.6850
N 1.0270 0.3320 -1.6409
C 1.8352 -0.5866 -2.2537
C 2.4621 -0.6842 -3.5002
C 3.3015 -1.7610 -3.6853
C 3.5226 -2.7109 -2.6704
C 2.8848 -2.5584 -1.4697
N 2.0384 -1.5252 -1.3023
H -5.7167 -1.4205 -2.2555
H -5.2355 -1.9448 -3.8837
H -5.9561 -0.3644 -3.6362
H -4.3839 0.2949 -1.0453
H -2.1777 1.3746 -0.7275
H -0.9627 0.0208 -4.6077
H -3.1624 -1.0725 -4.9137
H 2.3080 0.0768 -4.2488
H 3.8185 -1.8670 -4.6300
H 4.1835 -3.5509 -2.8228
H 3.0029 -3.2426 -0.6409
C 0.7486 7.4377 2.9247
C 0.6905 5.9656 2.6457
C 0.5716 5.4863 1.3418
C 0.5233 4.1316 1.0770
C 0.5883 3.2384 2.1441
C 0.6953 3.6885 3.4618
C 0.7433 5.0469 3.6955
S 0.7192 1.5270 1.8864
O 0.9342 0.9170 3.1697
O -0.3556 0.7710 1.1150
O 1.8621 1.3250 0.9081
H 0.9429 8.0084 2.0194
H 1.5243 7.6639 3.6557
H -0.2000 7.7804 3.3429
H 0.5198 6.1877 0.5191
H 0.4412 3.7739 0.0644
H 0.7353 2.9823 4.2770
H 0.8241 5.4055 4.7138
```